Density functional theory data (wB97M-V/def2-TZVPD) for a structure of composition C36H44As2F6N6O2S5Si3Y in a non-equilibrium geometry.

The geometry in XYZ format:
```
105
Properties=species:S:1:pos:R:3:forces:R:3:lowdin_charge:R:1
H -3.86815 4.58936 -2.26334 0.0 0.2 0.1 -0.008
H 1.92819 5.17798 -2.63676 0.1 0.0 -0.3 0.033
H 3.27939 -8.21094 0.09289 0.0 0.0 0.0 0.109
C 1.74959 -2.05343 -3.73594 -0.2 0.1 0.0 -0.034
H 2.62343 -1.99231 -4.36585 0.1 0.0 0.0 0.113
N 1.42970 -4.52209 2.16527 0.8 -2.4 -0.3 0.042
As 1.51727 0.96822 3.28812 0.4 1.3 1.1 0.835
H 5.91668 -4.42847 -0.98136 0.1 -0.1 -0.1 0.101
H -0.72254 -4.08206 -2.65882 0.0 0.0 0.0 0.122
C -0.43203 -2.04250 -2.12758 0.1 -0.2 -0.4 -0.213
Y 0.02613 0.14300 0.40252 1.4 -0.6 0.1 1.079
H 0.55876 5.86924 1.07007 -0.1 0.1 -0.2 0.024
C 0.95490 -3.35595 2.42551 -0.6 2.7 1.4 -1.000
H 1.10736 2.76960 -4.66014 -0.1 0.3 -0.2 0.032
C 3.85319 -8.73307 2.09476 0.0 0.0 0.0 -0.072
C -4.75666 1.68942 -0.51821 0.6 0.0 -0.3 -0.185
S 2.17746 1.93543 -0.34051 -0.2 0.1 -0.2 0.589
H -2.21972 0.99659 -3.71314 0.1 0.1 -0.1 0.014
C 2.82045 -3.10411 -0.60814 0.0 0.1 0.1 -0.040
C 2.94715 0.44932 -0.55104 0.1 0.2 0.0 -1.135
C -3.03884 -0.38418 1.59161 -0.5 0.0 0.3 -0.211
F 0.18404 -0.21408 3.30334 0.8 0.7 0.1 -0.326
H 6.53995 -2.03046 -1.05531 0.1 0.0 0.0 0.107
H -3.14572 2.96852 1.97344 -0.1 0.0 0.0 -0.016
C -4.10188 3.64552 -2.74283 0.6 -0.5 0.4 -0.205
N 2.31054 -0.69251 -0.45007 0.0 0.3 0.3 -0.120
H 1.88641 -0.01353 -3.12342 0.0 0.0 0.1 0.088
H 0.34058 1.44465 -3.79754 -0.1 0.0 0.0 0.000
H -5.67787 2.22652 -0.72467 0.0 0.3 -0.2 0.027
H -1.37927 1.73171 3.42898 -0.1 -0.2 -0.1 0.080
C -4.06882 -0.75461 2.45128 0.1 0.1 -0.1 0.017
C 1.23083 4.88342 -1.85865 -0.6 -0.6 0.1 -0.223
F 0.49525 1.93200 2.06950 0.4 -1.6 0.5 -0.402
N 2.25605 -5.00482 3.10058 -1.1 0.6 -1.2 -0.098
H 3.57246 -5.09500 -0.78125 0.0 0.0 0.0 0.087
H -4.98920 0.62949 -0.56067 0.0 -0.1 0.0 0.010
C 3.29541 -7.90853 1.12984 0.0 0.0 0.0 -0.064
H -4.45900 1.92184 0.50155 0.0 0.0 0.1 0.003
C 1.33308 -0.93716 -3.03272 0.2 0.2 -0.2 -0.146
H -2.14667 6.64980 0.26569 0.1 0.1 0.2 0.032
H -4.88184 -0.49353 4.42047 -0.1 -0.1 0.1 0.112
C -2.20737 5.71793 -0.28762 0.4 -0.8 0.2 -0.214
H 1.87639 2.11546 -3.23176 0.1 -0.1 0.1 -0.007
S 1.54742 -2.73107 3.99341 0.0 -0.7 -0.8 1.036
S -0.14561 -2.57002 1.43202 0.2 -0.8 -0.1 0.791
H 4.27142 -8.97497 4.18023 0.1 -0.1 0.1 0.109
H -5.18397 3.56905 -2.79620 -0.2 -0.2 0.1 0.026
C 0.91435 2.36164 -3.67209 -0.3 0.3 0.6 -0.232
C -3.04394 -0.98189 0.20842 -0.6 0.1 -0.1 -0.492
H 4.27858 -9.68266 1.81399 0.0 -0.1 0.0 0.106
C 3.16347 -1.75435 -0.61619 0.6 -0.3 -0.1 -0.317
Si -3.38669 2.12016 -1.79232 -0.5 0.1 -0.4 0.444
H -3.08687 1.12148 5.07553 0.0 0.1 0.0 0.115
C -2.14041 1.00643 3.16559 0.2 0.3 0.3 -0.173
H 1.33637 -4.13164 -4.11596 0.0 -0.1 -0.1 0.112
H 2.29870 -6.03905 0.76813 0.1 -0.1 -0.1 0.092
S 4.66269 0.34395 -0.88007 -0.4 -0.4 0.1 1.054
C 0.24953 4.90970 1.47445 -0.3 -0.5 -0.4 -0.203
C 4.50851 -1.39120 -0.83204 -0.1 0.1 0.0 -0.462
Si -0.02026 3.60689 -2.55616 0.7 0.2 -0.9 0.373
C 5.15276 -3.66929 -0.90866 0.1 -0.1 0.0 -0.090
C -1.12139 4.55446 -3.82709 0.1 -0.5 0.8 -0.209
H -1.73225 5.86590 -1.25147 0.1 0.1 -0.2 -0.007
H -4.80882 -1.45270 2.09133 0.0 0.0 0.0 0.125
C -0.09533 -3.21447 -2.80325 0.1 0.0 0.0 0.005
Si -1.39413 4.28517 0.70824 -0.4 0.8 0.3 0.398
H -3.26136 5.51084 -0.44725 -0.1 -0.1 0.0 0.011
C 1.02820 -3.23122 -3.60551 -0.1 0.2 0.1 -0.043
C -3.08932 0.76096 -3.10245 0.0 0.4 0.7 -0.200
H -3.93996 0.63465 -3.76243 -0.3 0.1 -0.1 0.034
H -1.88934 5.17189 -3.38147 -0.2 0.1 0.1 -0.004
N -2.08345 0.48608 1.93766 0.2 -0.6 -0.4 0.040
C -3.10955 0.67514 4.09379 -0.1 -0.1 -0.2 -0.026
C 5.51092 -2.33601 -0.94706 -0.1 0.0 0.0 -0.093
C -4.09928 -0.22470 3.72785 0.1 0.1 -0.1 -0.029
N -1.82211 -1.06557 -0.39370 0.4 0.2 0.2 -0.065
C 3.34281 -7.10444 3.79420 -0.1 0.1 0.2 -0.041
H -1.60344 3.86499 -4.51171 -0.1 -0.2 -0.1 0.019
H 1.81054 4.45808 -1.04626 0.1 0.0 0.1 -0.038
F 2.19279 -0.09791 2.04088 -0.8 0.7 0.5 -0.288
C 3.85875 -8.33211 3.41991 0.0 0.0 -0.1 -0.065
C -2.65514 3.92734 2.11476 0.5 -0.2 -0.5 -0.202
S 3.49465 -4.43553 5.44960 -0.3 0.2 -0.4 0.739
H 0.14851 5.02851 2.55066 -0.2 -0.1 0.1 0.030
H 0.75081 5.78310 -1.48885 -0.2 0.2 0.0 0.015
H 3.35542 -6.80797 4.83007 0.0 -0.1 -0.1 0.042
C 2.47907 -4.19653 4.16545 0.6 1.0 1.7 -1.029
C 2.76247 -6.68920 1.49117 0.0 0.1 0.0 -0.015
F 2.78084 2.11689 3.01159 -0.7 -0.5 0.2 -0.219
H 1.06537 4.20789 1.30951 0.1 0.0 0.0 -0.011
N 0.27419 -0.91308 -2.22147 -0.5 -0.3 0.4 0.094
H -3.74073 3.69061 -3.76333 0.2 0.0 -0.1 0.008
C 3.81899 -4.04312 -0.76748 0.1 -0.1 0.0 -0.088
H 1.79149 -3.39831 -0.46378 -0.1 0.0 0.0 0.074
H -3.42443 4.69097 2.16073 -0.1 0.2 -0.2 0.030
H -0.49002 5.20768 -4.42075 0.4 0.1 0.0 0.032
H -2.91908 -0.19907 -2.62741 0.1 -0.1 0.1 0.001
C -1.68118 -2.09224 -1.28789 -0.1 -0.3 -0.3 -0.530
O -2.42708 -3.04112 -1.42018 0.1 0.1 0.0 0.090
O -4.10889 -1.29887 -0.28604 0.2 -0.1 0.3 0.076
F 2.41063 0.16528 4.52756 -0.4 0.0 -0.5 -0.243
C 2.80343 -6.27276 2.82184 0.4 -0.9 -0.4 -0.182
F 0.72131 1.94228 4.51209 0.3 -0.6 -0.8 -0.234
As -1.12619 2.34471 -0.75721 -1.6 2.5 -1.3 0.749
H -2.16228 3.91379 3.08215 0.1 -0.1 0.1 0.024
```
Forces are in eV/Å.

As for the expectation value of S²: 0.793. Its spin multiplicity is 2. The gap between HOMO and LUMO (spin up / spin down) is 7.3 / 3.9 eV. The value obtained for the energy is -267927.3073 eV. The HOMO energy (spin up / spin down) is -7.68 / -7.67 eV. The energy above the lowest of the compared OMol25 structures with the same formula, charge and spin is 40.36 kcal/mol. The value obtained for the largest force on an atom is 3.208 eV Å⁻¹.